{
  "formula": "C54H120BrN6",
  "method": "ωB97M-V/def2-TZVPD",
  "total_energy_ev": -136837.02458,
  "de_lowest_kcal_mol": 1027.0,
  "total_charge": 5,
  "species": ["C", "C", "C", "C", "N", "C", "C", "C", "C", "C", "H", "H", "H", "H", "H", "H", "H", "H", "H", "H", "H", "H", "H", "H", "H", "H", "H", "H", "H", "H", "C", "C", "C", "C", "N", "C", "C", "C", "C", "C", "H", "H", "H", "H", "H", "H", "H", "H", "H", "H", "H", "H", "H", "H", "H", "H", "H", "H", "H", "H", "C", "C", "C", "C", "N", "C", "C", "C", "C", "C", "H", "H", "H", "H", "H", "H", "H", "H", "H", "H", "H", "H", "H", "H", "H", "H", "H", "H", "H", "H", "C", "C", "C", "C", "N", "C", "C", "C", "C", "C", "H", "H", "H", "H", "H", "H", "H", "H", "H", "H", "H", "H", "H", "H", "H", "H", "H", "H", "H", "H", "C", "C", "C", "C", "N", "C", "C", "C", "C", "C", "H", "H", "H", "H", "H", "H", "H", "H", "H", "H", "H", "H", "H", "H", "H", "H", "H", "H", "H", "H", "C", "C", "C", "C", "N", "C", "C", "C", "C", "C", "H", "H", "H", "H", "H", "H", "H", "H", "H", "H", "H", "H", "H", "H", "H", "H", "H", "H", "H", "H", "Br"],
  "xyz": [[16.797420, -17.295300, 15.434840], [16.287020, -18.692460, 14.986390], [17.363070, -19.487920, 14.203100], [17.828050, -18.761360, 12.911730], [19.056850, -19.466670, 12.261580], [19.512840, -18.659190, 11.074440], [21.018530, -18.934170, 10.919280], [21.535600, -19.260470, 12.300490], [20.323600, -19.559520, 13.178530], [18.672630, -20.864210, 11.735390], [17.814780, -17.313730, 15.825650], [16.228040, -16.846690, 16.248880], [16.840600, -16.608680, 14.589380], [15.396630, -18.572500, 14.369210], [15.831710, -19.179240, 15.848850], [17.136120, -20.549470, 14.104600], [18.174100, -19.420130, 14.928170], [18.126760, -17.718600, 13.019040], [17.062570, -18.862710, 12.142410], [18.868450, -18.767480, 10.202000], [19.571620, -17.634580, 11.441630], [21.127110, -19.794070, 10.258320], [21.653520, -18.130610, 10.546220], [22.174000, -20.143950, 12.296500], [22.057540, -18.421200, 12.760160], [20.332420, -20.599310, 13.505450], [20.177230, -18.850990, 13.993790], [18.361450, -21.507770, 12.558250], [19.551130, -21.352860, 11.314000], [17.875800, -20.777970, 10.996650], [13.832440, -22.528110, 11.413990], [13.270710, -23.049880, 10.076590], [12.333680, -24.231400, 10.246700], [11.980570, -24.891970, 8.833070], [10.729970, -25.847200, 8.951890], [10.895380, -26.978130, 10.010960], [11.758060, -28.035590, 9.351870], [11.367890, -27.950920, 7.821970], [10.457690, -26.690840, 7.704530], [9.513170, -24.862910, 9.089090], [14.433640, -23.194800, 12.032190], [13.086260, -22.224440, 12.148230], [14.397660, -21.603640, 11.295730], [14.107930, -23.174630, 9.389860], [12.783490, -22.158930, 9.680440], [11.513270, -23.875170, 10.869710], [12.850990, -24.983670, 10.842150], [12.749380, -25.526660, 8.392380], [11.669330, -24.083780, 8.171200], [9.906130, -27.386830, 10.216990], [11.238270, -26.545600, 10.950880], [11.423180, -28.983460, 9.773170], [12.773160, -27.679860, 9.528340], [10.858080, -28.865210, 7.518210], [12.242310, -27.809780, 7.186690], [9.435540, -27.067520, 7.742180], [10.679660, -26.118950, 6.803550], [9.559940, -24.402920, 10.076170], [8.561100, -25.392150, 9.128610], [9.396420, -24.356170, 8.131140], [15.652420, -21.177880, 3.777990], [15.549790, -22.416000, 2.927050], [14.192140, -23.152370, 3.094170], [13.869280, -23.727430, 4.563520], [12.692100, -24.703280, 4.653160], [12.655230, -25.447970, 5.991430], [11.780900, -26.640780, 5.873160], [11.780020, -26.921660, 4.396390], [12.784500, -25.967210, 3.748600], [11.391880, -23.926730, 4.305370], [16.560500, -20.628080, 3.530600], [15.588980, -21.430020, 4.836530], [14.841940, -20.544570, 3.417240], [16.286750, -23.106620, 3.336970], [15.792690, -22.150680, 1.898120], [14.226650, -23.915310, 2.316460], [13.416810, -22.451270, 2.785260], [13.679480, -22.877530, 5.219070], [14.730230, -24.337260, 4.837330], [12.305370, -24.740380, 6.743110], [13.636710, -25.829670, 6.272690], [10.759040, -26.351550, 6.118610], [11.999390, -27.497990, 6.509990], [10.787350, -26.743290, 3.983020], [11.975310, -27.923020, 4.012660], [12.632520, -25.685810, 2.706580], [13.820360, -26.282360, 3.874140], [11.298260, -23.152140, 5.066510], [10.488050, -24.504730, 4.498010], [11.258760, -23.643680, 3.261210], [16.698260, -20.094250, 7.341050], [18.223870, -20.082430, 7.095070], [18.598070, -19.703880, 5.631080], [18.248450, -20.764490, 4.608340], [18.773740, -20.348470, 3.202000], [18.601370, -21.421390, 2.196140], [19.551400, -21.180230, 1.011600], [20.636430, -20.359660, 1.637320], [20.367270, -20.225170, 3.080510], [17.990340, -19.133960, 2.690890], [16.326060, -20.951920, 6.780720], [16.252030, -19.189340, 6.928590], [16.533400, -20.123760, 8.418110], [18.594360, -21.086730, 7.300530], [18.665580, -19.411930, 7.832230], [19.660560, -19.462110, 5.603340], [18.192260, -18.731670, 5.351410], [17.183400, -20.799560, 4.379160], [18.558720, -21.771870, 4.885830], [17.581850, -21.719660, 1.951780], [19.106080, -22.259770, 2.676230], [18.963800, -20.588320, 0.309830], [19.775030, -22.195500, 0.684020], [20.681340, -19.295700, 1.404780], [21.627820, -20.737330, 1.387100], [20.765590, -19.288170, 3.469720], [20.890010, -21.065600, 3.537140], [16.913210, -19.292040, 2.637140], [18.363960, -18.955000, 1.682680], [18.250100, -18.287260, 3.326290], [16.348100, -21.346570, 11.427040], [15.283320, -20.481510, 10.734850], [14.576540, -21.180690, 9.627640], [13.662910, -20.149950, 8.752450], [13.063940, -20.790280, 7.461680], [14.176850, -21.322590, 6.469920], [14.783440, -20.066040, 5.818500], [13.656810, -19.054930, 5.816500], [12.451500, -19.709560, 6.544680], [11.998970, -21.853440, 7.774390], [16.872190, -20.668220, 12.100300], [17.048710, -21.677640, 10.660470], [15.993020, -22.218850, 11.975810], [15.946240, -19.674430, 10.423010], [14.590280, -20.206920, 11.530080], [13.920270, -21.944580, 10.044620], [15.263160, -21.802780, 9.053480], [14.227930, -19.259990, 8.475290], [12.836130, -19.855430, 9.398810], [13.741320, -21.954920, 5.696240], [14.888780, -21.877840, 7.080630], [15.192360, -20.195010, 4.816370], [15.632820, -19.632120, 6.346100], [13.394540, -18.782750, 4.794140], [13.906730, -18.112080, 6.303010], [11.839190, -20.237380, 5.813530], [11.777180, -19.101700, 7.147920], [11.506250, -21.373200, 8.619790], [12.539700, -22.763130, 8.035480], [11.398370, -21.968070, 6.872030], [11.610980, -17.055780, 4.533590], [11.697860, -18.445610, 5.103860], [10.427190, -19.289340, 4.949230], [10.299310, -20.335640, 6.139100], [9.008360, -21.189640, 5.974310], [7.660890, -20.430930, 5.777720], [7.321100, -19.824060, 7.129880], [7.829070, -20.965960, 8.098210], [8.691030, -21.901140, 7.284800], [9.250050, -22.303360, 4.922080], [11.422340, -17.077520, 3.460260], [12.465960, -16.400300, 4.699270], [10.812050, -16.445890, 4.955300], [11.833710, -18.430120, 6.185250], [12.611770, -18.937550, 4.770890], [10.580950, -19.839890, 4.021140], [9.532870, -18.682550, 4.807480], [10.114920, -19.817380, 7.080120], [11.179030, -20.979200, 6.135270], [6.966710, -21.221280, 5.492140], [7.847750, -19.769100, 4.932040], [6.280430, -19.509570, 7.051050], [7.905800, -18.918680, 7.292710], [7.058290, -21.586820, 8.554850], [8.307870, -20.423500, 8.913440], [8.078520, -22.774350, 7.060250], [9.586660, -22.246890, 7.800940], [10.055400, -22.966680, 5.237530], [9.540720, -21.649860, 4.099550], [8.318050, -22.848830, 4.773930], [14.621220, -23.742260, 7.138040]],
  "atomic_forces_ev_per_a": [[0.228, -0.276, -0.307], [-0.650, 0.914, -0.366], [0.600, 1.320, 1.317], [0.422, -1.720, 0.031], [0.022, -0.673, -0.375], [1.606, 1.415, 1.029], [-0.085, -1.146, -0.905], [-0.274, -0.247, 1.002], [-1.135, -0.435, -0.454], [3.362, 1.223, 0.211], [0.171, -0.394, 0.032], [-0.336, -0.114, -0.308], [-0.245, 0.188, 0.071], [-0.090, 0.307, -0.379], [0.794, -0.639, 0.069], [-0.185, 0.149, -0.343], [0.500, -0.417, -0.214], [-0.185, -0.168, 0.334], [-0.077, 0.557, -0.008], [0.065, -0.074, 0.227], [-0.977, 0.271, -0.210], [0.361, -0.011, -0.080], [-0.708, 0.188, -0.465], [0.212, 0.312, -0.036], [0.223, -0.130, -0.243], [-0.058, 0.313, 0.509], [0.041, -0.229, -0.010], [0.092, 0.259, -0.033], [0.385, 0.375, -0.045], [3.133, 1.144, 0.351], [-1.289, -1.694, 4.197], [-2.169, -3.359, 1.809], [0.619, -1.227, -0.999], [-1.595, -0.759, 2.370], [-1.548, 0.569, 0.310], [-0.940, 1.151, 0.234], [-0.988, 1.073, -0.502], [-0.446, -1.029, 4.210], [-0.929, -0.268, 5.313], [0.109, -2.426, 0.552], [-0.110, -0.700, -0.590], [-0.900, -0.285, -0.183], [-1.749, -2.986, 2.045], [-0.697, -1.611, 0.133], [-1.521, -1.549, 0.414], [-0.482, -0.304, -0.420], [0.014, -0.070, 0.033], [0.320, 0.535, 0.519], [-0.154, -0.824, 0.093], [-0.227, 0.299, -0.233], [0.278, -0.120, -0.159], [0.967, -0.081, 0.100], [0.304, -1.072, -0.133], [-0.026, 0.150, -0.210], [1.683, -3.659, 7.038], [-0.205, 0.400, 0.180], [-2.242, 2.691, 9.078], [0.323, 0.852, -0.634], [0.211, -0.770, 0.151], [0.701, 0.693, 0.534], [-0.988, -2.696, -3.973], [0.055, -0.963, 1.271], [-0.527, -0.063, -0.058], [0.508, -0.852, -3.837], [-0.719, -0.362, -1.626], [-0.791, 0.473, 0.522], [0.969, 1.606, -8.223], [0.246, -0.270, -2.413], [0.257, 0.895, 0.167], [1.161, -1.699, 1.445], [-2.440, -0.343, -1.181], [0.841, -1.317, -1.531], [-0.464, -0.005, 0.154], [0.456, -0.241, -0.504], [-0.527, -0.563, -0.145], [-0.309, -0.386, 0.260], [-0.310, 0.073, 0.003], [-0.200, -2.696, -1.449], [-0.194, 0.415, 0.078], [0.415, -0.250, -0.663], [0.189, 0.802, -0.419], [2.172, -2.756, -10.032], [-1.047, 3.607, -6.955], [-0.088, 0.202, -0.124], [0.342, -0.228, 0.497], [-0.174, -0.110, 0.102], [-0.029, -0.227, -0.067], [1.833, -0.046, -0.929], [0.399, -0.871, 0.055], [0.848, 0.383, 0.117], [4.529, -0.407, 1.616], [-0.512, 0.178, -0.362], [0.694, 0.366, 0.870], [0.911, 1.016, -0.528], [0.552, -0.088, 0.265], [0.999, -1.991, 0.331], [-2.362, 0.642, 0.368], [1.206, 1.515, -1.070], [-0.221, -0.348, 1.239], [1.789, 0.267, 0.092], [0.501, 0.067, 1.152], [2.735, 1.295, 2.621], [-0.278, -0.323, -0.212], [0.198, -0.041, 0.083], [0.382, 0.144, -0.373], [0.282, -0.471, 0.063], [-0.614, -0.025, 0.149], [2.671, -0.209, 2.538], [0.542, 0.064, -0.285], [0.268, 0.558, 0.126], [-0.617, -0.438, 0.321], [0.528, -0.398, -0.747], [0.432, 0.505, -0.607], [-0.278, -0.193, -1.602], [0.037, -0.035, 0.437], [-0.484, -0.094, 0.293], [-0.914, -0.096, 1.053], [0.378, -0.062, 0.093], [-0.132, 0.189, 0.092], [-0.224, 0.012, -0.211], [-2.346, -0.331, 0.168], [1.976, 0.783, 0.033], [0.564, 3.886, -3.912], [1.388, -2.046, 0.064], [1.038, -0.444, -1.253], [0.621, 3.945, 0.998], [-2.934, 2.784, 0.414], [4.774, -1.194, 3.224], [5.261, -1.541, 2.454], [2.221, 1.045, -0.047], [-1.868, -0.908, -0.029], [-1.222, -0.965, -0.083], [0.219, 0.311, -0.095], [-0.678, 0.890, -0.307], [0.065, 1.254, -0.186], [3.302, 5.690, -2.157], [0.296, 0.634, -0.521], [-0.158, -0.060, -0.281], [-0.271, 0.117, -0.199], [-0.298, 2.175, 1.501], [-0.515, 1.265, -0.612], [-1.967, 2.225, 2.703], [-4.159, -1.420, -2.777], [7.079, 0.656, 0.980], [0.135, 0.194, -0.020], [4.065, 1.808, 0.218], [1.100, -1.208, 1.633], [-0.873, -0.573, -0.241], [-0.239, 0.760, -0.399], [0.484, -1.116, 1.294], [-0.621, 0.839, -0.535], [-6.079, 3.137, -2.242], [-0.325, -0.411, -0.196], [-5.698, 0.289, -2.411], [-0.318, -1.969, 0.862], [1.397, -0.107, -0.838], [0.768, -0.934, -0.973], [-1.042, 1.357, 0.686], [0.072, 0.319, 0.002], [-0.918, 2.595, 0.874], [0.066, 0.023, -0.124], [0.490, -0.448, -0.008], [-0.339, -0.252, 0.140], [-0.943, 3.411, -2.904], [-8.496, -0.265, -2.190], [-0.414, -0.289, -0.210], [-0.024, -0.042, 0.346], [0.336, -0.335, 0.032], [-4.053, -0.975, -0.028], [-0.127, 0.147, -0.015], [-0.512, 0.089, 0.156], [-0.107, -0.386, 0.751], [-0.029, 0.022, 0.056], [-0.292, 0.419, -0.026], [0.372, -0.459, 0.088], [0.163, -0.022, -0.395], [-0.055, 0.213, -0.230], [-1.943, 1.156, 0.463], [-0.015, -0.962, -0.717], [0.069, 0.200, -0.209], [2.154, -3.961, 3.231]]
}